C14H17N3O3 in the gas phase, computed with ωB97M-V/def2-TZVPD.

Cartesian coordinates (Å):
O: -4.00 -0.63 -1.62
O: 4.70 -0.46 -1.10
O: 2.06 -2.13 0.31
N: -3.17 -0.25 0.47
N: -0.05 2.18 0.83
N: 1.79 1.54 -0.20
C: 1.22 1.95 0.96
C: -0.34 1.92 -0.47
C: 3.16 1.20 -0.42
C: 0.75 -1.68 0.37
C: -1.37 -1.41 -0.72
C: -1.07 -0.64 1.53
C: -4.12 -0.17 -0.51
C: 0.23 -1.09 1.52
C: -1.88 -0.78 0.41
C: -5.36 0.56 -0.05
C: 0.79 1.52 -1.12
C: 3.06 -1.17 0.58
C: 3.37 -0.31 -0.67
C: -0.07 -1.85 -0.73
H: -3.38 0.21 1.34
H: 0.96 1.24 -2.14
H: 2.78 -0.53 1.42
H: 4.86 -1.38 -1.33
H: -5.80 0.05 0.81
H: -1.46 -0.17 2.42
H: -5.11 1.58 0.24
H: -1.33 2.04 -0.86
H: 0.84 -0.98 2.40
H: -2.00 -1.54 -1.59
H: 0.34 -2.34 -1.61
H: 1.77 2.07 1.87
H: 3.54 1.73 -1.31
H: -6.09 0.58 -0.85
H: 2.67 -0.63 -1.47
H: 3.95 -1.74 0.85
H: 3.76 1.50 0.44

- HOMO energy: -8.1 eV
- Net charge: 0
- Relative energy (zero: lowest compared OMol25 entry of this formula, charge and spin): 48.72 kcal/mol
- SMILES: CC(=O)Nc1ccc(OC[C@H](O)Cn2ccnc2)cc1
- E_LUMO: 0.66 eV
- Energy: -933.6787 Eh